# 1
This record from OMol25 describes C9H4S2 as an isolated structure in a non-equilibrium geometry. The level of theory is the ωB97M-V functional and the def2-TZVPD basis.

Summary:
- highest occupied orbital energy (alpha / beta) (eV) = -7.900 / -7.900
- maximum force (Eh/bohr) = 0.098
- DFT total energy (eV) = -31061.457
- M (g/mol) = 176.27
- charge = 0
- Kohn-Sham gap (alpha / beta) (eV) = 6.55 / 6.54

Last column: natural (NBO) charge in e.
CARTESIAN COORDINATES (ANGSTROEM)
C1 2.759947 2.326713 2.482838  0.094
C2 2.495164 3.379752 3.167698  -0.334
C3 -1.061656 -0.093938 -0.337632  -0.240
C4 -2.218523 0.589483 -0.123530  -0.403
C5 0.037544 0.504875 0.308066  -0.124
C6 -0.326464 1.643793 1.008525  -0.221
C7 1.938057 1.613765 1.671670  -0.112
C8 0.723834 2.257566 1.742739  -0.263
C9 1.449193 0.079317 0.378519  -0.253
S1 -2.008264 1.983898 0.871476  0.466
S2 0.829442 3.671101 2.839446  0.470
H1 -0.994625 -0.991004 -0.926020  0.228
H2 -3.195915 0.355224 -0.494129  0.237
H3 1.656506 -0.833001 0.916539  0.227
H4 2.084597 0.258691 -0.477323  0.228

Force components x, y, z for each atom (eV/Å):
-0.217 3.142 2.173
0.717 -1.947 -1.179
-0.228 0.043 -0.029
-0.078 0.165 0.080
-0.277 0.642 0.314
-0.766 -0.663 -0.681
-1.835 -3.452 -3.165
0.686 0.594 0.743
1.108 3.095 2.669
0.499 -0.426 -0.189
0.545 -0.787 -0.430
-0.077 -0.162 -0.139
-0.212 -0.055 -0.103
0.104 -0.154 0.059
0.033 -0.033 -0.123


# 2
This record from OMol25 describes C9H52FInO18PS as an isolated structure in a non-equilibrium geometry. The level of theory is the ωB97M-V functional and the def2-TZVPD basis.

Summary:
- highest occupied orbital energy (eV) = -4.953
- maximum force (Eh/bohr) = 0.028
- DFT total energy (eV) = -75050.634
- M (g/mol) = 645.35
- charge = -1
- Kohn-Sham gap (eV) = 6.34

Last column: Mulliken charge in e.
CARTESIAN COORDINATES (ANGSTROEM)
C1 1.763962 -2.264373 2.899917  -1.510
C2 1.042643 -1.880363 1.621852  0.366
C3 -0.074893 -0.842375 1.842659  -0.989
In1 -1.361095 -0.967120 0.017179  1.176
C4 0.035283 -0.613907 -1.714798  -1.247
C5 -0.224023 -1.525341 -2.923242  -0.196
C6 0.168776 -2.976968 -2.702333  0.062
F1 0.832241 -3.450575 -3.867140  -0.398
C7 -2.022267 -3.102056 -0.119913  -1.210
S1 -2.900865 -3.657939 1.376764  -0.139
C8 -4.084363 -4.913368 0.730449  -0.226
C9 -5.484065 -4.621697 1.278302  -1.053
P1 -3.291744 0.704187 0.055190  0.002
O1 -3.786763 1.058689 1.406983  -0.597
O2 -2.925604 2.134908 -0.718705  -0.496
O3 -4.630842 0.141486 -0.780323  -0.618
H1 1.092282 -2.635811 3.671534  0.360
H2 2.323325 -1.426794 3.312263  0.275
H3 2.472460 -3.064657 2.674641  0.405
H4 0.572491 -2.748437 1.159338  0.169
H5 1.740924 -1.436038 0.916057  -0.069
H6 0.380216 0.140157 1.941422  0.266
H7 -0.660221 -1.070541 2.732108  0.396
H8 -0.086336 0.407750 -2.063335  0.347
H9 1.048623 -0.783599 -1.356298  0.299
H10 -1.259723 -1.496626 -3.245093  0.161
H11 0.384555 -1.161065 -3.750987  0.442
H12 0.872569 -3.118157 -1.884332  0.089
H13 -0.702577 -3.615368 -2.598695  0.082
H14 -2.661384 -3.229682 -0.992655  0.420
H15 -1.156571 -3.747555 -0.224918  0.396
H16 -3.724566 -5.903118 0.993389  0.291
H17 -4.070497 -4.822969 -0.351199  0.127
H18 -6.283355 -4.947332 0.634788  0.318
H19 -5.574805 -5.045476 2.275970  0.234
H20 -5.553426 -3.545303 1.408265  0.342
H21 -3.783173 2.592323 -0.817075  0.257
H22 -4.327702 0.025924 -1.699390  0.326
O4 2.827291 0.964899 1.205242  -0.461
H23 2.605892 1.388906 2.043316  0.254
H24 3.321117 1.640203 0.726147  0.270
O5 -5.999242 -6.820017 -0.543853  -0.620
H25 -5.498608 -7.630427 -0.685962  0.299
H26 -6.016249 -6.398508 -1.410231  0.308
O6 -6.730032 2.502054 -0.813457  -0.575
H27 -6.311909 1.658745 -1.051353  0.289
H28 -7.666442 2.366366 -0.997787  0.292
O7 -5.874716 1.355982 3.248275  -0.660
H29 -5.140055 1.071831 2.671640  0.481
H30 -5.482864 1.394771 4.125899  0.274
O8 5.010356 0.469144 -0.744533  -0.647
H31 5.209100 0.245434 -1.660277  0.286
H32 4.552226 -0.308987 -0.400464  0.314
O9 -1.817609 0.813690 -4.348398  -0.587
H33 -2.016765 1.212519 -3.492012  0.272
H34 -1.324160 1.494803 -4.816606  0.294
O10 2.231441 3.653400 3.033449  -0.606
H35 2.146565 4.285019 3.754739  0.281
H36 1.380866 3.696544 2.579152  0.326
O11 8.101008 1.832523 -1.170524  -0.628
H37 8.359875 1.424699 -2.004373  0.305
H38 7.246713 1.428595 -0.963880  0.313
O12 9.838017 0.196018 1.132565  -0.642
H39 10.717832 0.588054 1.046534  0.365
H40 9.396099 0.435441 0.309972  0.314
O13 -5.475437 2.693791 -3.558228  -0.605
H41 -4.870442 3.415311 -3.355859  0.293
H42 -6.067775 2.666291 -2.794530  0.359
O14 -6.598990 5.366446 -1.754114  -0.615
H43 -6.872037 6.172457 -1.304059  0.289
H44 -6.496449 4.717178 -1.045775  0.307
O15 5.441536 2.402458 1.639121  -0.597
H45 5.499495 1.542934 1.203627  0.307
H46 5.781044 2.242918 2.525835  0.303
O16 7.782514 4.641905 -0.123389  -0.625
H47 7.852026 3.770240 -0.534951  0.339
H48 8.089349 4.500133 0.777719  0.298
O17 -2.278981 4.102542 2.085492  -0.642
H49 -2.840796 3.428166 2.488441  0.329
H50 -2.313099 3.879578 1.147536  0.320
O18 11.947463 2.114776 0.560221  -0.649
H51 12.827101 2.497832 0.478480  0.309
H52 11.492538 2.377582 -0.248320  0.312

Force components x, y, z for each atom (eV/Å):
0.355 -0.387 -0.253
-0.957 0.655 0.287
-0.195 -0.060 -0.596
1.405 -0.325 0.172
-1.124 -0.525 0.065
0.472 -0.001 0.323
0.094 0.167 -0.681
-0.006 -0.101 0.108
-0.255 0.109 0.488
-0.112 0.121 -0.410
0.067 0.473 0.159
0.669 0.509 0.416
-0.230 0.082 0.383
-0.185 0.018 0.417
-0.689 -0.497 -0.385
0.660 0.686 -0.570
-0.198 0.020 -0.008
0.017 0.151 0.022
0.194 -0.068 0.182
0.320 -0.399 -0.011
0.184 -0.181 -0.158
-0.132 0.201 0.158
-0.010 0.002 0.136
0.246 0.274 0.151
0.172 0.243 0.073
-0.138 0.173 -0.124
-0.023 -0.144 -0.300
-0.046 0.028 0.162
-0.010 -0.165 0.296
-0.144 -0.025 -0.028
0.214 0.005 -0.269
-0.085 -0.184 -0.023
0.073 0.021 -0.123
-0.149 -0.285 0.006
-0.272 -0.172 0.042
-0.176 0.176 -0.036
0.368 0.107 0.040
-0.337 -0.172 0.157
0.001 -0.065 -0.080
0.063 0.031 -0.031
-0.029 0.051 0.113
-0.086 -0.453 -0.381
-0.007 0.027 0.034
0.007 0.031 0.058
-0.041 -0.115 -0.493
0.152 -0.102 0.521
0.019 0.046 0.125
0.064 -0.061 0.200
-0.046 0.166 -0.197
-0.045 -0.033 -0.055
0.334 -0.133 -0.119
-0.180 0.032 0.006
-0.130 0.158 0.128
-0.065 0.207 0.012
0.022 -0.049 0.001
-0.022 -0.053 0.020
-0.132 0.007 -0.038
0.013 -0.067 -0.024
0.016 -0.034 0.021
0.022 -0.318 -0.087
-0.006 0.136 -0.012
-0.099 0.079 0.204
0.101 -0.110 -0.163
-0.090 0.029 0.131
-0.122 0.109 0.098
0.102 -0.149 0.066
-0.107 0.034 -0.056
0.016 0.248 -0.033
-0.022 0.079 0.169
0.058 -0.023 -0.056
-0.013 -0.162 -0.106
0.290 -0.078 -0.025
-0.074 0.044 -0.034
-0.099 0.040 -0.017
0.221 0.031 -0.042
-0.041 0.002 0.024
-0.130 -0.013 -0.026
-0.057 0.025 -0.030
0.042 -0.081 -0.108
0.034 -0.121 0.056
0.108 0.093 -0.212
-0.027 -0.073 0.070
-0.052 0.057 0.098


# 3
This record from OMol25 describes C9H56NO20Pd as an isolated structure in a non-equilibrium geometry. The level of theory is the ωB97M-V functional and the def2-TZVPD basis.

Summary:
- 2S+1 = 3
- highest occupied orbital energy (alpha / beta) (eV) = -11.946 / -12.742
- maximum force (Eh/bohr) = 0.105
- DFT total energy (eV) = -56150.051
- M (g/mol) = 604.95
- charge = +1
- energy above the lowest of the compared OMol25 structures with the same formula, charge and spin (eV) = 4.6553
- Kohn-Sham gap (alpha / beta) (eV) = 7.20 / 6.81

Last column: Mulliken spin population.
CARTESIAN COORDINATES (ANGSTROEM)
Pd1 -0.320935 5.186063 2.746063  0.987
C1 -1.494025 2.028703 -1.269927  -0.009
C2 -1.514905 0.757103 -0.422437  0.011
C3 -0.942585 -0.313877 -1.342527  0.019
C4 -0.566575 -1.720257 -0.771637  -0.006
C5 0.372455 -1.363967 0.425513  0.004
C6 -0.148525 -0.366887 1.492043  0.032
N1 -0.727795 0.877643 0.861403  0.354
O1 -1.299575 1.811363 1.807293  0.558
C7 1.077435 0.038533 2.385353  -0.011
C8 -1.146325 -1.211697 2.400293  0.022
C9 -3.016385 0.407713 -0.207207  0.027
H1 -0.410385 2.114003 -1.350837  0.005
H2 -1.953955 2.915823 -0.834517  -0.001
H3 -1.921625 1.746933 -2.232147  -0.001
H4 0.026805 0.037813 -1.695657  -0.007
H5 -1.564995 -0.400187 -2.233177  0.000
H6 -0.109385 -2.268617 -1.595267  -0.001
H7 -1.504305 -2.180997 -0.461017  -0.001
H8 1.296665 -0.970137 0.002633  0.002
H9 0.703365 -2.275387 0.923443  0.000
H10 1.746805 0.602453 1.735713  0.003
H11 1.619625 -0.805687 2.811303  0.000
H12 0.873565 0.721963 3.209653  -0.001
H13 -0.712785 -2.066277 2.919753  0.001
H14 -2.134675 -1.372867 1.969853  -0.001
H15 -1.436725 -0.628687 3.274293  -0.002
H16 -3.360385 -0.159247 0.657853  0.002
H17 -3.483775 0.119693 -1.148847  0.000
H18 -3.516395 1.358973 -0.024987  -0.003
O2 2.682505 -2.940627 7.001093  0.000
H19 2.260765 -3.518007 6.364693  0.000
H20 3.608625 -3.179927 6.965423  0.000
O3 0.218775 -6.100217 -0.402967  0.000
H21 0.076955 -5.194327 -0.677697  0.000
H22 0.137715 -6.610797 -1.208547  0.000
O4 4.879185 -3.351887 1.961663  0.000
H23 4.769515 -3.586747 1.040223  0.000
H24 4.064765 -3.632077 2.379323  0.000
O5 4.728165 -1.004697 -2.341527  0.000
H25 4.700895 -1.076727 -3.295617  0.000
H26 4.235265 -1.763547 -2.029377  0.000
O6 -1.003625 -1.323977 -6.564367  0.000
H27 -0.636385 -0.925757 -5.775197  0.000
H28 -1.950595 -1.299997 -6.426877  0.000
O7 3.723075 -4.600467 -1.246387  0.000
H29 3.119155 -5.103597 -0.700147  0.000
H30 3.711575 -5.048397 -2.092227  0.000
O8 -2.102035 6.242343 0.474893  0.007
H31 -2.814485 5.675843 0.178683  -0.001
H32 -2.135035 6.996853 -0.113217  0.000
O9 -4.520965 1.237883 -5.499627  0.000
H33 -3.876115 1.690753 -6.043057  0.000
H34 -5.350055 1.673203 -5.697977  0.000
O10 2.079265 4.266733 1.113233  0.003
H35 2.906605 4.737903 1.014563  0.000
H36 2.168365 3.503263 0.542793  0.000
O11 6.276505 3.278683 3.004073  0.000
H37 5.849175 3.786173 2.314093  0.000
H38 5.939985 2.389683 2.891553  0.000
O12 -5.533045 -3.135167 -0.809677  0.000
H39 -5.820395 -3.002257 0.093653  0.000
H40 -5.528225 -2.257467 -1.191577  0.000
O13 3.690315 2.255073 -2.848947  0.000
H41 2.972985 2.114373 -3.466907  0.000
H42 3.880115 1.384463 -2.499307  0.000
O14 -6.347855 2.566693 2.778573  0.000
H43 -6.074925 2.917243 3.626433  0.000
H44 -5.533065 2.288183 2.360503  0.000
O15 -4.102755 -2.302627 -4.471317  0.000
H45 -4.068045 -2.446897 -3.525697  0.000
H46 -4.608635 -1.496367 -4.572667  0.000
O16 6.258905 -0.273437 2.049773  0.000
H47 6.948615 -0.540367 1.442083  0.000
H48 5.734145 -1.063427 2.179223  0.000
O17 -7.696225 -0.574627 -3.000297  0.000
H49 -8.470355 -0.849687 -2.509077  0.000
H50 -8.017935 0.101983 -3.596067  0.000
O18 5.016685 0.366193 5.717853  0.000
H51 5.542915 -0.251057 5.209593  0.000
H52 4.239685 -0.132347 5.970783  0.000
O19 0.997875 2.079663 -5.204287  0.000
H53 0.149755 1.639423 -5.260157  0.000
H54 1.282065 2.169403 -6.113917  0.000
O20 0.883145 3.804553 5.223423  0.007
H55 0.293955 3.165503 5.624293  0.000
H56 1.733055 3.635453 5.629993  -0.001

Force components x, y, z for each atom (eV/Å):
0.382 -0.480 -0.345
1.298 -0.640 0.702
-1.740 -1.010 0.320
1.674 -1.025 -0.264
-0.939 2.465 0.993
0.273 -0.442 -1.037
0.093 -1.424 1.373
-2.741 1.927 2.929
2.320 -3.298 -3.604
-0.328 0.634 -0.819
-0.554 2.060 0.572
-0.577 1.531 0.662
0.011 1.050 -0.659
0.025 -0.228 0.038
-0.029 0.434 0.024
0.138 0.375 -0.277
-0.198 0.034 0.150
0.188 -0.204 0.396
0.181 -0.486 0.179
0.087 0.249 -0.208
-0.191 0.049 0.349
0.327 -0.150 -0.024
-0.210 -0.206 -0.290
-0.603 -0.118 -0.059
0.236 -0.343 -0.942
0.379 -0.680 -0.481
0.171 0.654 0.041
0.548 -0.647 -0.315
0.243 -0.607 0.087
-0.031 0.291 0.186
-0.091 0.301 -0.012
-0.158 -0.185 -0.102
0.281 -0.090 0.096
0.287 0.039 0.243
-0.146 0.252 -0.065
-0.082 -0.228 -0.203
0.134 0.315 0.198
0.060 -0.118 -0.432
-0.168 -0.094 0.159
-0.056 0.372 0.134
0.100 -0.016 -0.306
-0.111 -0.317 0.174
0.238 0.142 -0.202
0.110 -0.030 0.210
-0.382 -0.162 0.078
0.089 0.434 0.151
-0.264 -0.244 0.165
0.100 -0.140 -0.235
0.378 -0.298 0.577
-0.210 -0.235 -0.025
0.146 0.318 -0.102
0.091 -0.232 0.267
0.171 0.086 -0.187
-0.246 0.084 -0.058
-0.536 0.258 0.443
0.217 0.214 -0.003
-0.098 -0.295 -0.205
0.017 0.251 0.156
0.013 0.118 -0.176
0.012 -0.466 0.000
0.229 -0.160 -0.118
-0.101 -0.034 0.249
-0.160 0.264 -0.157
0.002 0.278 0.198
-0.308 0.034 -0.311
0.228 -0.410 0.142
-0.146 0.029 -0.139
-0.019 0.081 0.265
0.189 -0.126 -0.131
0.318 -0.020 -0.164
-0.040 -0.196 0.236
-0.240 0.306 -0.114
-0.113 0.403 0.197
0.209 -0.017 -0.145
-0.208 -0.434 -0.016
0.342 -0.028 0.063
-0.202 -0.146 0.134
-0.075 0.155 -0.163
-0.086 0.239 0.017
0.265 -0.089 -0.198
-0.222 -0.163 0.153
0.142 0.014 0.354
-0.213 -0.077 -0.022
0.141 0.048 -0.278
-0.464 0.376 -0.563
-0.216 -0.191 0.105
0.420 0.068 -0.011